This record from OMol25 describes a single C20H21N3O3 molecule in a non-equilibrium geometry. The level of theory is ωB97M-V/def2-TZVPD.

HOMO = -0.3184 hartree
SMILES = COc1cccc(-c2noc(CCC(=O)NCCc3ccccc3)n2)c1
Lowest unoccupied orbital energy = 0.51 eV
Energy above the lowest of the compared OMol25 structures with the same formula, charge and spin = 18.999 eV
Total charge = 0
HOMO-LUMO gap = 9.17 eV

Structure (XYZ):
```
47
Properties=species:S:1:pos:R:3:forces:R:3
C -6.764 -1.088 0.226 2.61 -0.03 -3.98
H -6.171 -1.748 -0.593 -1.51 1.39 1.67
O -6.487 0.363 -0.209 -9.94 -6.39 2.28
C -5.328 0.741 -0.259 -0.40 -0.01 -0.76
C -5.252 1.949 -0.716 -2.12 11.02 -1.27
C -4.095 2.647 -0.591 -0.30 -1.75 -0.15
C -2.975 1.885 -0.227 2.28 15.12 -3.50
C -3.009 0.686 -0.185 -3.92 -9.79 2.31
C -4.284 0.067 -0.076 7.54 -7.56 2.19
H -4.217 -1.050 0.268 -0.44 2.35 -0.82
C -1.858 0.082 0.224 2.97 -9.55 -0.64
N -0.683 0.448 0.060 3.79 1.21 -0.02
O 0.244 -0.889 0.364 4.09 8.07 -1.23
C -0.565 -1.666 0.726 -7.57 -7.73 0.81
N -1.845 -1.462 0.411 0.00 2.68 2.35
C -0.081 -3.105 1.168 3.94 5.68 1.56
H -0.433 -3.581 2.024 -1.03 0.32 2.12
C 1.475 -3.053 1.236 -1.71 11.17 -3.01
C 2.198 -2.584 -0.289 -9.10 -9.26 7.52
O 1.756 -3.292 -1.086 -1.86 -3.82 -6.14
N 2.935 -1.684 -0.344 7.84 13.39 5.87
H 2.995 -1.004 0.717 -0.09 -2.68 -4.29
C 3.540 -1.061 -1.428 -0.10 -4.69 -5.99
H 4.576 -1.160 -1.245 1.47 -0.04 -0.50
H 3.210 -1.675 -2.522 1.22 0.88 3.49
C 3.169 0.286 -1.772 -6.67 -1.40 1.08
C 3.598 1.012 -0.698 4.25 9.27 4.07
C 2.777 1.817 0.273 -2.87 -5.26 -1.38
C 3.140 2.443 1.420 4.67 1.65 -1.91
C 4.586 2.815 1.397 -2.05 -2.75 -4.68
C 5.414 2.516 0.279 -5.79 -3.43 -0.01
C 4.891 1.556 -0.800 -1.61 2.55 6.18
H 5.620 1.278 -1.432 2.15 -1.18 -2.66
H 6.420 2.572 0.310 3.17 1.08 0.04
H 4.893 3.431 2.112 1.63 2.27 3.08
H 2.591 3.034 2.117 -1.02 -0.41 0.31
H 1.724 1.382 0.120 0.92 1.48 0.58
H 1.994 0.306 -1.529 1.81 -0.14 -1.85
H 3.453 0.608 -2.721 0.30 0.43 -1.47
H 1.776 -3.844 1.565 3.80 -9.47 2.81
H 1.892 -2.325 2.046 -1.21 -0.65 -1.07
H -0.416 -3.707 0.491 -1.51 -3.53 -4.78
H -2.009 2.428 -0.420 -0.72 -0.51 1.01
H -4.025 3.639 -0.873 0.18 1.82 -0.25
H -6.289 2.739 -0.827 2.99 -3.09 -0.05
H -6.276 -1.377 1.129 0.04 0.44 0.96
H -7.806 -1.374 0.161 -0.11 0.81 0.10
```
Positions in Å, forces in eV/Å.

Atomic partial charges in e from the Mulliken method, atoms 1 to 5: -0.816, 0.304, -0.460, 1.435, -0.396

This record from OMol25 describes a gas-phase ion, C4H8NO (charge -1) in a non-equilibrium geometry. The level of theory is ωB97M-V/def2-TZVPD.

HOMO = -0.0509 hartree
SMILES = C=C(C)N(C)[O-]
Lowest unoccupied orbital energy = 4.21 eV
Energy above the lowest of the compared OMol25 structures with the same formula, charge and spin = 1.158 eV
Total charge = -1
HOMO-LUMO gap = 5.59 eV

Structure (XYZ):
```
14
Properties=species:S:1:pos:R:3:forces:R:3
C 0.532 0.786 1.810 -1.12 0.25 0.40
C 0.276 0.143 0.588 -0.71 0.05 2.28
C 1.032 0.697 -0.540 0.31 1.09 -2.22
C -1.011 -1.012 -1.048 -0.09 -1.61 0.72
N -0.564 -0.872 0.306 -0.05 -0.79 0.65
O -1.277 -1.698 1.158 0.68 1.26 0.10
H -0.123 0.583 2.683 0.55 -0.19 -0.64
H 0.890 1.855 1.799 0.00 -1.41 -0.27
H 2.109 0.434 -0.579 -0.60 -0.01 0.23
H 0.942 1.793 -0.456 0.37 -0.27 -0.18
H 0.581 0.430 -1.521 0.69 0.44 0.66
H -1.457 -0.142 -1.385 -1.27 2.04 -0.81
H -0.189 -1.181 -1.675 1.00 -0.77 -1.28
H -1.739 -1.816 -1.140 0.24 -0.08 0.36
```
Positions in Å, forces in eV/Å.

Atomic partial charges in e from the Mulliken method, atoms 1 to 5: -0.978, 0.464, -1.032, -1.311, 0.389

This record from OMol25 describes 2 unconnected molecules or ions with the total composition C8H5INO4 in a non-equilibrium geometry. The level of theory is ωB97M-V/def2-TZVPD.

HOMO (spin up / spin down) = -0.1836 / -0.1801 hartree
Lowest unoccupied orbital energy (spin up / spin down) = 2.52 / 2.16 eV
Energy above the lowest of the compared OMol25 structures with the same formula, charge and spin = 4.443 eV
Total charge = -1
HOMO-LUMO gap (spin up / spin down) = 7.52 / 7.06 eV

Structure (XYZ):
```
19
Properties=species:S:1:pos:R:3:forces:R:3
C -2.652 1.196 -0.253 2.79 0.43 1.99
C -1.749 1.974 0.517 -0.62 1.37 -0.94
C -2.287 -0.097 -0.599 -3.08 0.84 0.28
C -0.466 1.531 0.713 1.23 -1.20 0.75
C -1.028 -0.572 -0.391 1.17 -0.94 -0.66
C -0.171 0.261 0.248 1.99 1.31 0.21
C 1.322 -2.573 0.512 -1.24 -0.94 0.00
C 2.409 0.250 0.313 -2.42 0.48 0.10
N 2.647 -0.624 -0.640 0.08 -1.28 -0.10
O 2.009 -2.502 1.453 2.70 1.32 1.37
O 0.351 -3.176 0.193 -1.43 -0.53 -1.74
O 1.723 -1.566 -0.863 0.38 0.02 0.49
O 3.729 -0.744 -1.224 0.32 0.20 -0.41
I 3.247 2.130 0.025 0.04 -0.01 0.14
H -3.551 1.666 -0.452 -2.02 0.23 -0.48
H -1.985 3.020 0.835 -0.08 -1.03 -0.30
H -3.178 -0.702 -0.822 0.90 -0.29 -0.82
H 0.341 2.035 1.267 -0.73 0.21 -0.32
H -0.712 -1.507 -0.831 0.02 -0.20 0.45
```
Positions in Å, forces in eV/Å.

Atomic partial charges in e from the Mulliken method, atoms 1 to 5: -0.479, -0.372, -0.445, -0.482, -0.172

This record from OMol25 describes a molecular structure, C10H30FKO5 in a non-equilibrium geometry. The level of theory is ωB97M-V/def2-TZVPD.

HOMO (spin up / spin down) = -0.4842 / -0.4842 hartree
2S+1 = 2
<S²> = 0.758
Lowest unoccupied orbital energy (spin up / spin down) = -2.44 / -8.86 eV
Total charge = +1
HOMO-LUMO gap (spin up / spin down) = 10.74 / 4.32 eV

Structure (XYZ):
```
47
Properties=species:S:1:pos:R:3:forces:R:3
K -0.067 -0.784 1.002 -0.33 0.35 0.02
F 2.238 -2.313 1.951 -0.42 -0.03 -0.74
C 0.536 1.983 -1.208 -0.36 -0.69 -0.43
C -0.225 2.552 -2.431 0.69 0.93 2.36
O -0.986 1.559 -3.001 -0.63 -1.72 -0.93
H 1.145 2.737 -0.709 0.08 -0.14 -0.23
H 1.111 1.096 -1.475 0.70 0.37 -0.48
H -0.100 1.508 -0.461 -0.73 0.70 0.10
H 0.506 3.025 -3.087 -0.09 -0.11 -0.36
H -0.914 3.305 -2.049 0.19 0.50 -0.03
H -1.645 1.932 -3.591 0.06 0.09 -0.09
C 3.080 -3.785 -1.624 -0.25 0.40 -0.89
C 1.499 -3.702 -1.466 3.09 -1.70 -0.32
O 1.216 -2.666 -0.617 -1.44 1.12 0.08
H 3.474 -2.829 -1.971 -0.40 0.26 -0.22
H 3.341 -4.493 -2.410 -0.17 -0.21 0.11
H 3.727 -3.983 -0.769 -0.73 -0.43 0.48
H 1.198 -4.661 -1.044 -0.18 -0.29 0.48
H 1.026 -3.715 -2.447 -0.30 1.00 0.22
H 1.798 -2.691 0.145 0.84 -0.13 0.67
C 2.349 2.415 2.235 -0.28 1.12 -0.05
C 3.191 1.343 1.669 1.02 0.85 1.43
O 2.379 0.444 1.043 -1.61 -1.97 -1.54
H 1.651 2.009 2.967 0.15 0.15 0.21
H 1.781 2.892 1.436 -0.08 0.17 0.07
H 3.044 3.142 2.656 -0.42 0.25 0.35
H 3.672 0.896 2.539 0.59 -0.27 -0.28
H 3.917 1.798 0.995 0.24 -0.35 -0.14
H 2.525 -0.457 1.340 0.58 -0.14 0.13
C -2.998 -1.962 -2.903 0.05 0.88 0.99
C -2.888 -1.581 -1.415 0.41 -0.55 -0.57
O -1.729 -0.782 -1.232 0.56 -0.01 0.65
H -3.841 -2.632 -3.067 0.20 0.08 -0.31
H -2.033 -2.356 -3.223 -0.19 -0.51 0.05
H -3.084 -1.020 -3.444 -0.51 -0.08 -0.33
H -2.722 -2.492 -0.839 -0.15 -0.02 0.21
H -3.735 -1.039 -0.995 -0.32 -0.17 -0.30
H -1.587 -0.251 -2.019 0.13 0.52 -0.20
C -2.942 1.679 4.033 -0.92 0.45 0.09
C -2.383 1.677 2.610 -1.89 0.22 0.96
O -1.031 1.449 2.665 2.08 -1.02 -0.98
H -2.807 0.777 4.629 0.15 -0.55 -0.73
H -4.018 1.834 3.945 -0.12 0.15 0.32
H -2.530 2.412 4.727 0.07 0.60 -0.51
H -2.626 2.533 1.980 0.07 0.78 0.60
H -2.948 0.940 2.039 0.61 -0.90 0.04
H -0.567 2.258 2.893 -0.04 0.06 0.03
```
Positions in Å, forces in eV/Å.

Atomic partial charges in e from the Mulliken method, atoms 1 to 5: 0.834, -0.407, -0.350, -0.536, -0.478

no.,molar mass (g/mol)
1,351.4
2,86.1
3,306.0
4,288.4